Molecular formula: C35H54AsBN7O6SV
Method: DFT, ωB97M-V/def2-TZVPD

Computed properties:
- Largest force on an atom: 2.24 eV/A
- Net charge: 0
- Kohn-Sham gap (alpha / beta): 0.291 / 0.320 Ha
- HOMO (alpha / beta): -0.305 / -0.306 hartree
- Multiplicity: 3

Geometry as XYZ:
```
106
Properties=species:S:1:pos:R:3:mulliken_charge:R:1
V 0.44 0.76 -0.18 0.61
C 2.96 0.53 4.34 -1.63
C 2.77 0.06 2.93 0.48
C 3.67 -0.57 2.09 -1.00
C 3.00 -0.82 0.89 -0.28
N 1.74 -0.34 1.00 0.85
N 1.62 0.17 2.28 0.69
B 0.20 0.31 2.91 -0.73
N -0.59 -1.03 2.84 0.30
N -0.75 -1.81 1.73 0.61
C -1.44 -2.86 2.12 -0.33
C -1.74 -2.78 3.50 -1.20
C -1.19 -1.60 3.92 0.45
C -1.23 -0.99 5.29 -1.45
C -1.85 -3.98 1.19 2.65
C -1.33 -5.31 1.74 -1.85
C -3.39 -4.03 1.11 -1.75
C -1.29 -3.77 -0.21 -0.91
N -0.62 1.41 2.15 0.78
N -1.30 1.09 0.99 0.46
C -2.30 1.98 0.88 -0.87
C -2.20 2.93 1.90 -0.94
C -1.12 2.54 2.68 0.55
C -0.56 3.18 3.91 -1.62
C -3.50 1.80 -0.03 2.86
C -4.55 1.08 0.84 -2.00
C -4.04 3.16 -0.48 -1.96
C -3.23 0.92 -1.25 -1.44
C 3.52 -1.81 -0.15 2.55
C 3.24 -3.20 0.45 -2.00
C 2.85 -1.75 -1.52 -1.44
C 5.03 -1.60 -0.33 -1.84
H 4.02 0.50 4.59 0.46
H 2.42 -0.10 5.05 0.19
H 2.60 1.56 4.46 0.23
H 4.70 -0.80 2.32 0.47
H 0.31 0.60 4.06 -0.19
H -2.29 -3.49 4.11 0.51
H -1.84 -1.61 5.95 0.40
H -1.66 0.01 5.27 0.23
H -0.23 -0.91 5.73 0.18
H -1.70 -5.50 2.75 0.35
H -0.23 -5.31 1.78 0.34
H -1.65 -6.14 1.10 0.45
H -3.83 -4.19 2.10 0.37
H -3.71 -4.84 0.45 0.45
H -3.78 -3.08 0.72 0.21
H -0.20 -3.69 -0.20 -0.11
H -1.69 -2.84 -0.64 -0.43
H -1.58 -4.61 -0.86 0.64
H -2.82 3.80 2.06 0.55
H -1.05 4.14 4.07 0.49
H 0.51 3.35 3.78 0.23
H -0.70 2.55 4.79 0.21
H -4.80 1.67 1.72 0.45
H -4.17 0.11 1.17 0.21
H -5.47 0.91 0.26 0.44
H -4.47 3.72 0.36 0.40
H -4.83 3.02 -1.23 0.46
H -3.24 3.77 -0.91 0.29
H -2.86 -0.06 -0.93 -0.08
H -2.50 1.37 -1.91 0.13
H -4.17 0.78 -1.80 0.69
H 2.18 -3.31 0.70 0.30
H 3.82 -3.35 1.37 0.40
H 3.53 -3.98 -0.26 0.47
H 1.77 -1.87 -1.42 -0.26
H 3.24 -2.56 -2.14 0.65
H 3.05 -0.80 -2.02 0.23
H 5.59 -1.84 0.58 0.36
H 5.25 -0.57 -0.63 0.25
H 5.39 -2.28 -1.12 0.46
O 3.30 2.49 0.93 -0.51
As 3.16 2.18 -0.78 1.20
O 4.65 1.64 -1.19 -0.88
O 1.88 1.11 -1.24 -0.12
C 2.68 3.71 -1.84 -0.30
C 3.62 4.20 -2.72 -0.90
C 3.22 5.05 -3.75 -0.53
C 1.87 5.37 -3.91 -0.71
C 0.92 4.88 -3.03 -0.60
C 1.33 4.06 -1.99 0.05
S 0.09 3.43 -0.89 1.09
O -0.83 4.50 -0.66 -0.67
O 0.81 2.94 0.32 -0.46
O -0.48 2.23 -1.56 -0.13
H 4.23 2.26 1.10 0.33
H 4.65 3.89 -2.61 0.52
H 3.95 5.44 -4.43 0.40
H 1.56 5.99 -4.74 0.39
H -0.13 5.14 -3.13 0.50
C -2.57 -1.97 -3.48 -1.35
C -1.13 -1.45 -3.62 1.76
C -0.18 -2.58 -4.07 -1.61
C -1.06 -0.26 -4.60 -1.60
C -0.65 -0.95 -2.33 -0.30
N -0.25 -0.53 -1.35 0.62
H -2.91 -2.30 -4.47 0.47
H -3.24 -1.18 -3.13 0.19
H -2.62 -2.81 -2.79 0.30
H -0.49 -2.91 -5.07 0.49
H -0.23 -3.43 -3.39 0.28
H 0.85 -2.23 -4.12 0.31
H -1.32 -0.60 -5.60 0.46
H -0.06 0.18 -4.61 0.35
H -1.76 0.53 -4.30 0.33
```